(1)
C17H12F2N4 | ωB97M-V/def2-TZVPD

The geometry in XYZ format:
```
35
Properties=species:S:1:pos:R:3:lowdin_charge:R:1
F 2.05 5.28 4.07 0.0452
F 3.51 -4.31 1.56 0.0179
N 1.44 3.13 1.77 0.1564
N 1.52 -1.85 0.49 0.1398
C 0.71 4.23 2.15 -0.1397
C 1.65 -3.16 0.16 -0.1388
C -0.04 6.20 3.49 -0.0122
C 2.33 -5.48 -0.14 -0.0052
C -1.28 6.15 2.74 -0.0796
C 1.26 -5.65 -1.18 -0.0462
C 0.96 5.24 3.23 -0.1496
C 2.51 -4.32 0.55 -0.1344
C -1.48 5.26 1.69 -0.0703
C 0.42 -4.61 -1.47 -0.0457
C -0.53 3.18 0.58 -0.0219
C -0.20 -2.21 -0.92 0.0018
C 0.63 2.50 0.81 -0.2615
C 0.51 -1.25 -0.23 -0.2424
N -0.57 4.27 1.45 -0.0079
N 0.59 -3.39 -0.77 -0.0177
C 0.90 1.14 -1.22 -0.0638
C 1.03 1.19 0.31 -0.1947
C 0.13 0.20 -0.34 -0.1910
H 0.20 6.96 4.28 0.1212
H 3.20 -6.13 0.04 0.1206
H -2.08 6.86 2.96 0.0962
H 1.11 -6.58 -1.70 0.0901
H -2.46 5.33 1.19 0.1244
H -0.39 -4.74 -2.17 0.1121
H -1.35 2.94 -0.13 0.1353
H -1.15 -2.06 -1.57 0.1589
H 0.45 2.10 -1.65 0.1266
H 1.89 0.90 -1.71 0.1225
H 1.92 0.77 0.75 0.1421
H -0.85 0.43 -0.55 0.1113
```

## Properties
Lowest unoccupied orbital energy in Eh: 0.01852
Gap between HOMO and LUMO in eV: 8.666
Electronic energy in Eh: -1073.6399
SMILES: Fc1cccn2cc([C@@H]3C[C@H]3c3cn4cccc(F)c4n3)nc12
Molar mass in g/mol: 310.307



(2)
C17H12F3N3O3S | ωB97M-V/def2-TZVPD

The geometry in XYZ format:
```
39
Properties=species:S:1:pos:R:3:lowdin_charge:R:1
O 5.61 3.29 1.03 0.0452
F 1.64 -2.61 -4.67 0.1777
F 0.82 -0.80 -5.74 0.1098
F 2.54 -0.53 -4.38 0.0768
N 0.22 -0.35 1.35 0.1657
N 3.37 0.72 0.17 0.1205
O 5.73 2.09 -0.90 0.1169
O -3.32 -0.76 0.51 -0.0787
S 2.80 -0.02 2.58 1.0532
C 5.36 2.24 0.38 -0.4191
C -0.82 -0.40 0.59 -0.1915
C 2.53 -0.01 0.81 -0.5168
C 4.16 1.02 2.36 -0.3265
C 4.30 1.33 0.99 -0.2687
C -2.18 -0.24 1.16 -0.1439
C -2.35 0.55 2.30 -0.0124
C -1.28 -0.83 -2.00 0.0213
C -0.68 -1.08 -3.17 -0.0511
C 1.42 -1.07 -2.01 0.0973
C -0.60 -0.67 -0.76 -0.0495
C 0.81 -0.72 -0.81 -0.1246
C 0.66 -1.19 -3.24 -0.0830
N 1.27 -0.43 0.47 -0.0696
C 1.39 -1.32 -4.57 -0.4861
C -4.64 -0.75 1.10 -0.1544
C -3.69 0.83 2.95 -0.1820
C -4.78 -0.26 2.60 -0.1471
H 6.10 2.94 -1.21 0.1422
H 4.68 1.50 3.21 0.0946
H -1.50 0.85 2.84 0.0835
H -2.34 -0.86 -2.05 0.1059
H -1.29 -1.20 -3.94 0.0924
H 2.49 -1.13 -2.06 0.1168
H -4.96 -1.80 1.13 0.1133
H -5.27 -0.15 0.40 0.1285
H -3.70 0.92 4.00 0.0849
H -3.99 1.87 2.56 0.1355
H -4.67 -1.09 3.31 0.1028
H -5.84 0.11 2.71 0.1201
```

## Properties
Lowest unoccupied orbital energy in Eh: -0.01218
Gap between HOMO and LUMO in eV: 7.804
Electronic energy in Eh: -1742.7128
SMILES: O=C(O)c1csc(-n2nc(C3=CCCCO3)c3ccc(C(F)(F)F)cc32)n1
Molar mass in g/mol: 395.362



(3)
C17H12MnNO5 | ωB97M-V/def2-TZVPD

The geometry in XYZ format:
```
36
Properties=species:S:1:pos:R:3:lowdin_spin:R:1
Mn -0.97 1.71 1.47 3.7364
O -0.56 5.50 0.62 0.0150
C -0.46 4.30 0.53 0.0119
O -0.82 3.42 1.38 0.0447
C 0.31 3.70 -0.70 0.0031
C 1.53 2.93 -0.14 0.0019
C 2.49 2.60 -1.30 0.0012
C 1.80 1.38 -1.93 0.0009
C 0.49 1.34 -1.14 0.0011
O 0.96 1.65 0.19 0.0408
C -0.37 2.57 -1.51 0.0029
C -1.89 2.37 -1.13 0.0089
O -2.73 2.86 -1.84 -0.0018
O -2.07 1.64 -0.09 0.0260
H 0.59 4.55 -1.32 0.0002
H 2.00 3.37 0.74 0.0000
H 3.48 2.35 -0.92 0.0000
H 2.58 3.43 -1.99 0.0002
H 2.37 0.47 -1.74 0.0000
H 1.64 1.48 -3.00 0.0001
H -0.03 0.38 -1.13 -0.0001
H -0.35 2.78 -2.58 0.0001
N -0.56 -7.90 0.37 0.0083
C -0.60 -6.79 0.64 0.0021
C -0.65 -5.41 0.96 0.0152
C -0.70 -5.01 2.30 -0.0039
C -0.76 -3.67 2.61 0.0185
C -0.77 -2.71 1.59 0.0117
C -0.70 -3.12 0.25 0.0182
C -0.64 -4.46 -0.06 -0.0037
C -0.87 -1.33 1.84 0.1063
C -0.97 -0.10 1.91 -0.0673
H -0.70 -5.76 3.07 -0.0005
H -0.80 -3.35 3.64 0.0010
H -0.69 -2.37 -0.52 0.0009
H -0.59 -4.78 -1.09 -0.0005
```

## Properties
Lowest unoccupied orbital energy (spin up / spin down) in Eh: -0.10172 / -0.05372
Gap between HOMO and LUMO (spin up / spin down) in eV: 6.529 / 8.039
Electronic energy in Eh: -2236.9061
Molar mass in g/mol: 365.223
Spin multiplicity: 5



(4)
C17H12N5O9Tc | ωB97M-V/def2-TZVPD

The geometry in XYZ format:
```
44
Properties=species:S:1:pos:R:3:lowdin_spin:R:1
Tc 0.22 0.32 0.25 1.6455
O 0.87 1.64 -1.07 0.1205
C 1.57 2.67 -0.41 0.0093
C 0.77 3.19 0.81 0.0052
N -0.24 2.18 1.25 -0.0098
C -1.62 2.68 1.07 -0.0014
C -2.01 3.32 -0.26 0.0000
O -2.95 4.07 -0.26 0.0001
O -1.32 3.07 -1.36 -0.0004
C -0.07 1.77 2.67 0.0023
C -0.64 0.38 2.95 0.0095
O -1.07 0.10 4.05 0.0140
O -0.56 -0.44 1.94 0.0781
H -0.57 2.41 -1.27 0.0011
H 2.54 2.31 -0.08 0.0009
H 1.73 3.50 -1.11 -0.0011
H 1.45 3.39 1.64 0.0001
H 0.26 4.12 0.58 0.0002
H -2.31 1.85 1.25 -0.0001
H -1.83 3.44 1.83 -0.0005
H 1.00 1.70 2.87 0.0000
H -0.52 2.50 3.35 -0.0004
O 2.44 -5.94 -2.33 0.5304
C 2.88 -5.14 -1.47 0.0225
O 3.93 -5.59 -0.99 0.4397
C 2.22 -3.86 -1.12 0.0259
C 0.95 -3.59 -1.62 -0.0022
C 0.35 -2.39 -1.27 0.0214
N 0.96 -1.52 -0.46 -0.0059
C 2.18 -1.78 0.03 0.0212
C 2.85 -2.95 -0.28 -0.0037
C 2.81 -0.73 0.93 0.0060
O 3.93 -0.94 1.37 0.0178
O 2.08 0.31 1.15 0.0084
H 0.44 -4.28 -2.27 0.0023
H -0.63 -2.13 -1.62 0.0007
H 3.83 -3.13 0.14 0.0013
N -1.57 0.11 -0.70 0.0002
C -2.59 -0.33 -1.03 0.0103
C -3.74 -0.89 -1.55 0.0132
C -3.57 -2.12 -2.24 0.0023
N -3.35 -3.10 -2.80 0.0063
C -5.02 -0.31 -1.36 0.0021
N -6.06 0.16 -1.20 0.0068
```

## Properties
Lowest unoccupied orbital energy (spin up / spin down) in Eh: 0.03055 / -0.05129
Gap between HOMO and LUMO (spin up / spin down) in eV: 6.466 / 4.515
Electronic energy in Eh: -1686.9062
Net charge: -1
Molar mass in g/mol: 528.309
Spin multiplicity: 4



(5)
C17H13BrN4OS | ωB97M-V/def2-TZVPD

The geometry in XYZ format:
```
37
Properties=species:S:1:pos:R:3:lowdin_charge:R:1
O -1.91 3.03 -0.43 -0.0130
C -1.02 3.13 -1.38 -0.4230
N -0.17 2.16 -1.56 0.1221
C 0.19 0.82 -0.97 -0.0196
C 1.52 0.16 -1.27 0.0973
C 1.86 -1.10 -0.46 -0.1852
C 2.52 -2.05 -1.14 -0.1141
C 2.65 -3.39 -0.83 -0.0297
C 2.42 -3.66 0.54 -0.0548
C 1.92 -2.54 1.34 -0.7519
C 1.37 -1.40 0.94 -0.0805
H 1.04 -0.73 1.47 0.0183
Br 1.75 -2.91 3.08 0.8640
H 2.61 -4.49 1.06 0.0389
H 3.13 -4.14 -1.47 0.1157
H 2.59 -1.87 -2.21 0.1167
H 2.28 0.77 -1.70 0.0923
C -0.83 0.06 -0.19 -0.1990
N -1.17 -1.21 -0.50 0.1038
C -2.15 -1.59 0.44 -0.8512
S -2.72 -3.21 0.49 0.4556
N -2.71 -0.51 1.08 0.0951
N -1.93 0.58 0.64 0.0937
H -2.14 1.59 0.69 0.1109
H -3.52 -0.58 1.47 0.0601
H 0.67 2.38 -2.14 0.1470
C -0.66 4.22 -2.23 -0.0857
C -1.43 5.42 -1.70 0.0416
C -1.07 6.55 -2.34 -0.0665
C -0.58 6.54 -3.71 -0.0187
C -0.33 5.21 -4.27 -0.0560
C -0.31 4.01 -3.57 -0.0123
H -0.08 3.18 -3.88 0.0269
H 0.30 5.15 -5.29 0.1455
H -0.46 7.34 -4.35 0.0638
H -1.66 7.54 -2.02 0.1497
H -1.71 5.40 -0.85 0.0022
```

## Properties
Lowest unoccupied orbital energy in Eh: -0.04344
Gap between HOMO and LUMO in eV: 6.255
Electronic energy in Eh: -3921.7397
Molar mass in g/mol: 401.289



(6)
C17H13FN2O2S | ωB97M-V/def2-TZVPD

The geometry in XYZ format:
```
36
Properties=species:S:1:pos:R:3:lowdin_charge:R:1
F 5.34 0.87 1.55 0.0454
C 4.00 0.57 1.48 -0.2253
C 3.61 -0.76 1.51 0.0111
C 2.26 -1.05 1.40 0.0020
C 1.31 -0.02 1.16 -0.2168
C -0.04 -0.42 0.82 0.0265
C -1.28 0.21 1.18 -0.2126
C -2.43 -0.63 1.29 -0.0125
C -3.70 -0.07 1.39 -0.0672
C -3.85 1.32 1.47 -0.0524
C -2.72 2.14 1.53 -0.0618
C -1.44 1.59 1.49 -0.0071
C 1.74 1.32 1.24 -0.0063
C 3.10 1.63 1.38 0.0234
H 4.35 -1.55 1.59 0.1248
H 1.92 -2.08 1.40 0.1247
H -0.14 -1.49 0.59 0.1350
H -2.30 -1.71 1.19 0.1213
H -4.57 -0.72 1.36 0.1122
H -4.85 1.75 1.47 0.1081
H -2.83 3.22 1.58 0.1129
H -0.58 2.24 1.63 0.0930
H 1.05 2.14 1.03 0.1007
H 3.43 2.65 1.38 0.1210
C -0.01 0.03 -1.52 0.0232
C 1.16 -0.49 -2.14 -0.4191
O 2.34 -0.14 -1.95 0.0493
N 0.97 -1.48 -3.16 0.1055
C -0.23 -2.00 -3.60 -0.8549
S -0.40 -3.35 -4.58 0.5766
N -1.29 -1.27 -3.12 0.0997
C -1.27 -0.24 -2.12 -0.4305
O -2.34 0.34 -1.93 0.0619
H 0.09 0.98 -1.04 0.1186
H 1.80 -1.94 -3.51 0.1364
H -2.20 -1.58 -3.43 0.1333
```

## Properties
Lowest unoccupied orbital energy in Eh: -0.07897
Gap between HOMO and LUMO in eV: 6.302
Electronic energy in Eh: -1413.6369
Molar mass in g/mol: 328.368



Repeat the sixth record exactly.
C17H13FN2O2S | ωB97M-V/def2-TZVPD

The geometry in XYZ format:
```
36
Properties=species:S:1:pos:R:3:lowdin_charge:R:1
F 5.34 0.87 1.55 0.0454
C 4.00 0.57 1.48 -0.2253
C 3.61 -0.76 1.51 0.0111
C 2.26 -1.05 1.40 0.0020
C 1.31 -0.02 1.16 -0.2168
C -0.04 -0.42 0.82 0.0265
C -1.28 0.21 1.18 -0.2126
C -2.43 -0.63 1.29 -0.0125
C -3.70 -0.07 1.39 -0.0672
C -3.85 1.32 1.47 -0.0524
C -2.72 2.14 1.53 -0.0618
C -1.44 1.59 1.49 -0.0071
C 1.74 1.32 1.24 -0.0063
C 3.10 1.63 1.38 0.0234
H 4.35 -1.55 1.59 0.1248
H 1.92 -2.08 1.40 0.1247
H -0.14 -1.49 0.59 0.1350
H -2.30 -1.71 1.19 0.1213
H -4.57 -0.72 1.36 0.1122
H -4.85 1.75 1.47 0.1081
H -2.83 3.22 1.58 0.1129
H -0.58 2.24 1.63 0.0930
H 1.05 2.14 1.03 0.1007
H 3.43 2.65 1.38 0.1210
C -0.01 0.03 -1.52 0.0232
C 1.16 -0.49 -2.14 -0.4191
O 2.34 -0.14 -1.95 0.0493
N 0.97 -1.48 -3.16 0.1055
C -0.23 -2.00 -3.60 -0.8549
S -0.40 -3.35 -4.58 0.5766
N -1.29 -1.27 -3.12 0.0997
C -1.27 -0.24 -2.12 -0.4305
O -2.34 0.34 -1.93 0.0619
H 0.09 0.98 -1.04 0.1186
H 1.80 -1.94 -3.51 0.1364
H -2.20 -1.58 -3.43 0.1333
```

## Properties
Lowest unoccupied orbital energy in Eh: -0.07897
Gap between HOMO and LUMO in eV: 6.302
Electronic energy in Eh: -1413.6369
Molar mass in g/mol: 328.368